# 1
Computed, not measured: the molecule C4H9NS2 in a non-equilibrium geometry, with ωB97M-V with the def2-TZVPD basis set.

Geometry as XYZ:
```
16
Properties=species:S:1:pos:R:3:forces:R:3
C -1.884466 -0.921336 -0.876414 0.0 -1.6 0.0
C -1.194019 0.231178 -0.251191 0.6 1.8 1.3
C -0.340843 -0.037073 1.045297 -1.1 -1.4 -0.3
C 2.232734 -0.141404 0.113160 -0.6 -0.5 0.5
H -2.702964 -1.315750 -0.255558 0.3 0.1 -0.1
H -1.129473 -1.715824 -0.998781 -0.5 0.0 -0.1
H -2.297466 -0.701720 -1.865757 0.1 0.1 0.2
H -0.612964 0.755084 -1.018682 0.2 0.0 0.3
H -1.918082 0.945874 0.136228 -0.3 0.3 -0.3
H 0.054993 0.853681 1.549646 -0.2 -0.2 -0.3
H -1.021420 -0.502994 1.800915 0.5 0.2 -0.5
H 1.265304 1.704315 0.415291 -0.4 -0.1 0.1
H 2.871736 1.702690 -0.239826 -0.8 -0.3 0.2
N 2.039650 1.183280 0.065316 0.9 0.6 -0.4
S 0.999110 -1.258474 0.760795 0.2 1.6 -0.1
S 3.638168 -0.781534 -0.380440 0.9 -0.6 -0.4
```
Forces are in eV/Å.

Calculated values
SMILES   CCCSC(N)=S
Relative energy (zero: lowest compared OMol25 entry of this formula, charge and spin)   6.14 kcal per mole
LUMO   0.7 eV
Charge   0
Highest occupied orbital energy   -8.39 eV
Orbital gap   9.05 eV

---

# 2
Computed, not measured: a cluster of 2 separate species, C4H9O2 in total in a non-equilibrium geometry, with ωB97M-V with the def2-TZVPD basis set.

Geometry as XYZ:
```
15
Properties=species:S:1:pos:R:3:forces:R:3
C -0.940740 -0.636865 -0.773518 1.5 2.0 0.3
C -2.443010 -0.654471 -0.732841 -0.4 -0.9 1.4
H -0.579300 -0.534724 -1.794578 0.1 -0.8 -0.2
H -0.477422 0.285334 -0.368998 -0.9 0.0 0.1
H -0.358522 -1.337918 -0.178402 -0.5 -0.8 -0.4
H -2.795366 -1.549764 -1.253795 -0.4 0.5 -0.6
H -2.899589 0.298126 -0.991254 0.0 -0.2 -0.8
H -2.862628 -0.824198 0.271820 0.5 0.1 0.1
C 2.052098 0.151108 1.129951 -0.2 0.2 1.2
C 1.687491 1.448365 0.359231 0.6 0.3 0.1
O 0.660676 2.063622 0.751977 0.4 -0.3 -0.2
O 2.488531 1.750837 -0.555411 -0.3 0.1 0.0
H 2.212069 -0.707840 0.478926 -0.4 -0.1 0.0
H 1.291496 0.038013 1.916599 -0.2 -0.6 -0.5
H 2.964213 0.210368 1.740296 0.2 0.5 -0.5
```
Forces are in eV/Å.

Calculated values
Relative energy (zero: lowest compared OMol25 entry of this formula, charge and spin)   12.06 kcal per mole
LUMO   3.9 eV
Charge   -1
Highest occupied orbital energy   -3.87 eV
Orbital gap   7.78 eV

---

# 3
Computed, not measured: a cluster of 2 separate species, C4H9O2 in total in a non-equilibrium geometry, with ωB97M-V with the def2-TZVPD basis set.

Geometry as XYZ:
```
15
Properties=species:S:1:pos:R:3:forces:R:3
C 2.226446 1.348167 0.637903 0.6 -1.3 -2.3
C 2.175508 0.507317 1.946659 -1.8 1.7 0.3
H 1.633332 2.258544 0.271395 0.5 -1.0 1.9
H 3.340263 1.580492 0.625185 -1.3 -0.1 -1.1
H 1.853166 0.610581 -0.219232 1.4 1.4 1.5
H 2.778962 -0.387735 1.804249 -0.2 0.0 0.0
H 1.111680 0.284690 2.179625 0.9 -0.3 0.1
H 2.562464 1.087972 2.802164 0.0 -0.3 -0.3
C -0.767730 -0.845719 0.492569 2.1 -0.3 -1.2
C -1.453877 -0.574053 -0.909782 4.1 5.8 1.2
O -1.222764 0.690830 -1.189284 -1.0 -1.5 0.6
O -1.872069 -1.365770 -1.684093 -1.9 -3.6 -1.5
H -1.496582 -0.881816 1.237293 -1.2 -0.1 1.5
H -0.021125 -0.044360 0.688585 -1.3 -0.2 -0.3
H -0.085582 -1.723118 0.593658 -1.0 -0.2 -0.4
```
Forces are in eV/Å.

Calculated values
Relative energy (zero: lowest compared OMol25 entry of this formula, charge and spin)   36.35 kcal per mole
LUMO   3.7 eV
Charge   -1
Highest occupied orbital energy   -3.34 eV
Orbital gap   7.05 eV

---

# 4
Computed, not measured: a cluster of 2 separate species, C4H9O2 in total in a non-equilibrium geometry, with ωB97M-V with the def2-TZVPD basis set.

Geometry as XYZ:
```
15
Properties=species:S:1:pos:R:3:forces:R:3
C -0.329049 1.848232 2.262928 0.9 -1.1 -2.7
C -1.472464 0.963249 1.658749 1.7 2.4 -2.1
H 0.477258 2.167583 1.519248 -0.6 -1.6 0.4
H -0.601882 2.838587 2.375865 -1.3 1.9 1.7
H 0.142503 1.324913 3.050376 0.6 0.2 1.3
H -1.402690 -0.034636 2.005710 -0.2 -1.0 0.5
H -1.130184 0.924589 0.538005 -1.8 -0.1 2.0
H -2.438796 1.447544 1.891205 0.3 -0.5 -0.4
C 0.405977 -2.184271 -0.792795 -4.7 4.6 0.5
C 0.576178 -0.530657 -1.191560 0.3 -3.8 0.6
O 1.584683 -0.249994 -1.839625 -0.1 0.9 0.0
O -0.443189 0.029984 -0.775832 0.3 1.3 -1.0
H 1.131580 -2.768057 -0.468944 4.1 -2.2 1.5
H -0.000140 -2.646144 -1.665223 -0.7 -0.3 -0.6
H -0.393456 -2.073623 0.053480 1.2 -0.7 -1.6
```
Forces are in eV/Å.

Calculated values
Relative energy (zero: lowest compared OMol25 entry of this formula, charge and spin)   41.49 kcal per mole
LUMO   4.2 eV
Charge   -1
Highest occupied orbital energy   -3.73 eV
Orbital gap   7.90 eV

---

# 5
Computed, not measured: a cluster of 2 separate species, C4H9O2 in total in a non-equilibrium geometry, with ωB97M-V with the def2-TZVPD basis set.

Geometry as XYZ:
```
15
Properties=species:S:1:pos:R:3:forces:R:3
C -1.056964 -0.848079 -1.550403 0.1 0.1 0.3
C -0.266732 0.492446 -1.564199 0.0 -0.3 -0.2
O 0.510335 0.635841 -2.533789 0.0 0.2 0.0
O -0.470604 1.255588 -0.595868 0.0 0.2 0.1
H -0.681371 -1.475735 -2.356720 -0.2 -0.1 0.0
H -2.136242 -0.688217 -1.627843 0.1 0.1 -0.2
H -0.904652 -1.334553 -0.581087 0.1 -0.1 -0.1
C 1.308703 -0.880030 2.995395 -0.3 -0.2 0.8
C 0.027411 -0.298339 2.386534 0.9 -0.2 -0.7
H 1.612536 -1.830897 2.555089 0.1 0.2 -0.4
H 2.118925 -0.147424 2.961028 0.1 -0.2 -0.1
H 1.172424 -1.145144 4.056992 -0.1 0.2 -0.1
H -0.691229 -1.092750 2.160577 -0.3 0.3 0.6
H 0.246794 0.123720 1.399135 -0.1 0.2 0.1
H -0.329084 0.523360 3.011987 -0.4 -0.3 -0.1
```
Forces are in eV/Å.

Calculated values
Relative energy (zero: lowest compared OMol25 entry of this formula, charge and spin)   4.32 kcal per mole
LUMO   3.8 eV
Charge   -1
Highest occupied orbital energy   -3.88 eV
Orbital gap   7.72 eV

---

# 6
Computed, not measured: a cluster of 2 separate species, C4H9O2 in total in a non-equilibrium geometry, with ωB97M-V with the def2-TZVPD basis set.

Geometry as XYZ:
```
15
Properties=species:S:1:pos:R:3:forces:R:3
C 0.165038 1.682049 1.033270 0.8 -0.3 0.3
C -1.133944 1.673381 0.238885 0.4 -1.0 0.2
H 1.083944 1.785163 0.441074 -0.3 0.3 -0.3
H 0.242437 2.406328 1.838867 -0.3 0.3 0.1
H 0.316882 0.708043 1.511492 -0.3 0.0 -0.1
H -1.893050 1.167708 0.845135 -0.2 0.5 -0.1
H -0.968987 0.950347 -0.563127 -0.3 0.2 -0.3
H -1.475288 2.636691 -0.140073 0.1 0.0 0.1
C 1.110272 -1.678657 -0.969254 0.1 0.2 0.1
C -0.269934 -2.138945 -0.456297 -0.3 -0.2 0.1
O -0.266899 -3.053883 0.399837 0.1 0.1 -0.1
O -1.256308 -1.520234 -0.929110 0.1 0.0 0.1
H 0.998682 -1.064000 -1.848800 -0.1 0.3 -0.3
H 1.786804 -2.492754 -1.217519 0.0 -0.2 0.2
H 1.560349 -1.061237 -0.184385 0.1 -0.1 0.0
```
Forces are in eV/Å.

Calculated values
Relative energy (zero: lowest compared OMol25 entry of this formula, charge and spin)   4.39 kcal per mole
LUMO   4.0 eV
Charge   -1
Highest occupied orbital energy   -3.84 eV
Orbital gap   7.83 eV

---

# 7
Computed, not measured: a cluster of 2 separate species, C4H9O2 in total in a non-equilibrium geometry, with ωB97M-V with the def2-TZVPD basis set.

Geometry as XYZ:
```
15
Properties=species:S:1:pos:R:3:forces:R:3
C 1.953841 -0.236665 1.110374 -1.4 0.2 0.1
C 1.914082 1.310865 1.182514 0.6 1.2 1.9
O 2.518089 2.015550 0.345802 -0.2 -0.8 -0.7
O 1.388991 1.764355 2.251294 -0.2 -0.7 -0.8
H 2.378646 -0.627043 2.032335 0.8 0.1 -0.2
H 2.376184 -0.620021 0.184691 0.2 -0.1 0.1
H 0.920629 -0.607927 1.246337 0.2 0.2 -0.5
C -1.738294 -0.337673 -0.333201 -0.6 0.3 1.8
C -1.538939 -0.421893 -1.824983 -0.3 -0.4 -0.1
H -2.706914 -0.711784 -0.023935 -1.0 0.5 -0.5
H -1.239994 -0.923337 0.438600 1.4 -0.4 -0.9
H -1.606179 0.686091 0.058630 -0.2 -0.3 -0.4
H -0.537781 -0.124251 -2.116835 0.0 0.1 -0.2
H -2.294329 0.222412 -2.279399 0.3 0.4 -0.1
H -1.788033 -1.388679 -2.272222 0.4 -0.2 0.3
```
Forces are in eV/Å.

Calculated values
Relative energy (zero: lowest compared OMol25 entry of this formula, charge and spin)   15.70 kcal per mole
LUMO   3.7 eV
Charge   -1
Highest occupied orbital energy   -3.55 eV
Orbital gap   7.26 eV

---

# 8
Computed, not measured: a cluster of 3 separate species, C4H9O2 in total in a non-equilibrium geometry, with ωB97M-V with the def2-TZVPD basis set.

Geometry as XYZ:
```
15
Properties=species:S:1:pos:R:3:forces:R:3
C 0.381263 0.950899 0.057240 -0.9 0.0 1.1
C 1.737237 0.602927 0.099762 1.7 -3.8 -1.5
C -0.771588 3.105675 1.319983 -0.3 1.2 -1.8
C -1.035677 -3.188312 -0.978218 0.0 -1.4 -0.6
O 0.256829 2.486861 1.290720 1.7 -1.1 0.4
O -0.678408 0.804076 -0.287451 -0.8 -0.3 -0.7
H 2.408868 1.125532 0.683421 0.8 1.4 1.6
H 2.017342 -0.558280 0.175898 -1.5 2.2 0.3
H 2.079515 0.729363 -0.915217 0.1 0.4 -0.8
H -1.564962 2.804314 0.559632 0.2 0.5 1.3
H -0.685967 4.071907 1.857955 -1.0 -0.5 0.1
H 0.036226 -3.120041 -1.105388 0.3 0.1 0.3
H -1.295651 -4.127417 -0.488367 0.3 -0.3 -0.4
H -1.430634 -2.499096 -0.276473 -0.3 1.3 0.1
H -1.454393 -3.188408 -1.993497 -0.3 0.3 0.6
```
Forces are in eV/Å.

Calculated values
Relative energy (zero: lowest compared OMol25 entry of this formula, charge and spin)   38.43 kcal per mole
LUMO   -5.1 eV
Charge   +1
Highest occupied orbital energy   -15.61 eV
Orbital gap   10.52 eV

---

# 9
Computed, not measured: the molecule C4H9O2P in a non-equilibrium geometry, with ωB97M-V with the def2-TZVPD basis set.

Geometry as XYZ:
```
16
Properties=species:S:1:pos:R:3:forces:R:3
C 0.567029 0.979944 -1.763496 1.7 -0.1 -0.9
C 0.859947 0.445709 1.509701 3.9 -2.7 -1.2
C -0.418735 1.067318 -0.642157 -1.6 -4.7 0.8
C -0.238072 0.099644 0.607206 0.4 -1.4 -1.2
O -1.754725 -1.945640 -0.573960 0.7 0.4 0.4
O -0.780804 -2.886457 1.590469 -1.8 1.8 -1.8
P -0.711317 -1.574384 0.429482 -1.8 -0.8 -0.2
H 0.254337 0.149946 -2.381250 -0.2 0.1 -0.7
H 1.650027 0.676521 -1.573291 -1.3 0.8 0.6
H 0.579542 1.967607 -2.301620 0.0 -1.2 0.1
H 0.599027 1.331273 1.961620 -0.5 1.7 2.1
H 1.881446 0.780153 0.939840 -2.2 -1.0 0.9
H 1.153981 -0.502318 2.118301 -0.5 2.3 -0.3
H -0.497458 2.038822 -0.322979 -0.3 2.2 1.4
H -1.419603 0.671303 -0.957339 0.7 1.1 -0.5
H -1.724623 -3.299441 1.359472 2.8 1.4 0.5
```
Forces are in eV/Å.

Calculated values
Relative energy (zero: lowest compared OMol25 entry of this formula, charge and spin)   79.37 kcal per mole
LUMO   -0.6 eV
Charge   0
Highest occupied orbital energy   -8.61 eV
Orbital gap   7.99 eV

---

# 10
Computed, not measured: the molecule C4H9O2P in a non-equilibrium geometry, with ωB97M-V with the def2-TZVPD basis set.

Geometry as XYZ:
```
16
Properties=species:S:1:pos:R:3:forces:R:3
C -0.611128 -1.199566 1.337175 0.3 0.2 0.7
C 0.803076 -0.557000 1.486712 -0.2 -1.0 0.4
C 0.185707 0.499603 -0.415952 -1.6 -1.8 0.3
C -0.565701 1.680879 -0.937306 0.1 0.0 0.1
O -1.014073 -0.978047 0.059164 0.7 1.7 -1.2
O 0.673135 0.662089 0.806514 0.2 0.8 -0.3
P 0.834349 -0.796332 -1.552251 0.6 -0.1 0.2
H -0.536930 -2.272182 1.547964 0.0 0.0 0.1
H -1.296091 -0.726864 2.060999 0.1 -0.1 0.1
H 1.088639 -0.345316 2.515948 0.0 0.0 -0.1
H 1.540811 -1.204193 0.997129 0.0 0.2 0.1
H -0.462850 1.768718 -2.015893 0.0 0.0 0.0
H -0.190500 2.578349 -0.447388 0.0 0.1 0.0
H -1.620933 1.573340 -0.693207 0.0 -0.1 0.1
H 1.485441 0.104923 -2.423924 0.2 0.2 -0.2
H -0.312953 -0.788401 -2.325686 -0.4 -0.1 -0.3
```
Forces are in eV/Å.

Calculated values
Relative energy (zero: lowest compared OMol25 entry of this formula, charge and spin)   89.73 kcal per mole
LUMO   0.9 eV
Charge   0
Highest occupied orbital energy   -8.91 eV
Orbital gap   9.83 eV